Entry 1:
Molecular formula: C29H25BeINPSe
Method: DFT, wB97M-V/def2-TZVPD

Cartesian coordinates (Å):
I 3.0822 -0.6679 -1.7043
Se 1.9549 5.2033 -1.9825
P 0.5890 -0.0650 0.6042
N 1.1066 2.3608 -1.6938
C -0.9993 -2.1466 1.9247
C -0.9044 0.4341 -2.1314
C -2.9682 -0.4656 -3.7541
C 4.3306 0.7364 2.2382
C -0.3602 1.0189 1.5964
C 2.1547 -0.9835 2.8323
C 5.7205 1.8180 0.5245
C 3.3201 0.3682 1.2112
C 1.5238 3.4687 -1.8951
C 0.2194 1.9559 2.5000
C -2.5302 1.6760 2.3698
C -3.9568 -1.2431 -2.8244
C 4.7459 1.4072 -0.4616
C 5.5221 1.5125 1.8244
C -0.5333 -2.3393 -0.4467
C -2.3040 -1.4688 -4.8078
C 2.1490 -0.4060 1.5876
C 4.1274 0.3339 3.5570
C -1.8026 -3.2918 1.8109
C -0.6344 2.7073 3.3215
C 3.6772 0.5779 -0.1903
C -1.3425 -3.4925 -0.5834
C -3.5953 0.7372 -4.5320
C -2.0329 2.5698 3.2666
C -0.3833 -1.6520 0.7322
C -1.7878 0.9038 1.5144
C -1.8635 0.0806 -2.8487
C 3.0870 -0.4819 3.8414
C -1.9150 -3.9479 0.5869
Be 0.5859 0.9207 -1.4616
H -1.5295 -0.9513 -5.3757
H -0.0038 -1.9693 -1.3219
H -1.8249 -2.3177 -4.4139
H 4.7698 1.8711 -1.4907
H -4.1226 1.3523 -3.7794
H -4.2842 -0.5112 -2.0424
H -3.2952 -2.0558 -2.3559
H -3.6062 1.5190 2.3694
H 6.5138 2.4039 0.0408
H 6.2243 1.9110 2.5875
H -0.1996 3.3349 4.0487
H -2.2507 0.3345 0.7151
H 4.7689 0.5532 4.4037
H -2.4773 -4.9098 0.5818
H -0.8993 -1.7994 2.9585
H -4.7246 -1.8610 -3.3321
H 1.3474 -1.6611 3.0257
H 1.2461 2.1530 2.6210
H -2.7208 2.9985 4.0127
H 2.8759 -0.7798 4.8487
H -2.7090 1.3303 -4.9874
H -2.3044 -3.7785 2.6688
H -3.1585 -1.8137 -5.4678
H -4.2746 0.5613 -5.3417
H -1.3438 -4.0536 -1.5000

Values from the calculation:
- HOMO (eV) = -7.83
- E_LUMO (Eh) = -0.01799
- 2S+1 = 1
- calculated total energy (hartree) = -4229.99489



Entry 2:
Molecular formula: C29H25Cl3N7SScSi
Method: DFT, wB97M-V/def2-TZVPD

Cartesian coordinates (Å):
Sc 0.3478 -0.2157 0.3404
Cl -0.4884 -4.0345 -1.7462
Cl 1.4373 -1.9974 -3.5105
Cl 2.6684 -3.6486 -0.9808
S 3.0904 1.8869 3.6238
Si 0.9359 -2.4983 -1.4382
N 3.0349 0.9824 -2.9685
N -0.3176 1.1889 -1.5046
N -2.3034 -0.7547 -0.1516
N 2.2526 0.3355 -1.0188
N 0.1425 2.1558 -3.4195
N 2.0029 0.3097 1.9084
N -1.6604 -1.0892 -2.9029
C 4.8141 -2.0525 2.4152
C -1.5316 2.4587 1.3889
C -3.2719 -1.1164 -1.0649
C 0.6235 1.4271 -2.3915
C 5.1202 -0.0703 3.7608
C 0.0249 -1.8882 1.7807
C -1.4528 1.7940 -1.9761
C -4.6230 -1.3120 -0.6795
C -0.3615 1.6983 1.4890
C 3.9201 0.4068 3.2517
C -1.7144 3.6691 2.0435
C 1.9620 0.9363 -2.1576
C 3.1686 -0.3200 2.3236
C 0.4720 3.4775 2.9872
C 0.6218 2.2589 2.3244
C 3.5740 -0.0318 -1.1163
C 1.8271 1.4476 2.5165
C -3.9159 -1.7507 -3.3133
C -0.7023 4.1913 2.8436
C -4.0095 -0.7401 1.5609
C -5.2427 -1.9514 -2.9079
C -1.1878 2.3986 -3.1642
C 4.0699 0.3541 -2.3213
C -4.9721 -1.1032 0.6745
C -2.9355 -1.3337 -2.4380
C 5.5648 -1.3080 3.3315
C -2.6927 -0.5901 1.0933
C -5.6014 -1.7257 -1.6100
C 3.6225 -1.5715 1.9131
H -1.8062 2.9597 -3.8402
H -2.3842 1.7393 -1.4429
H 0.6516 2.4792 -4.2228
H 3.0431 -2.1541 1.2087
H -0.7351 -2.6274 1.5105
H -0.9719 -1.0013 -2.1720
H -2.6451 4.2142 1.9372
H -5.9751 -2.2810 -3.6329
H -2.3587 2.0979 0.7825
H 5.6865 0.5081 4.4785
H 5.1670 -3.0249 2.0978
H -1.3509 -1.6907 -3.6499
H -6.0023 -1.2459 0.9780
H -4.2158 -0.5742 2.6088
H -1.9310 -0.3147 1.8092
H 0.9555 -2.4310 1.9799
H -0.2740 -1.4207 2.7304
H 6.4943 -1.7063 3.7151
H -0.8350 5.1365 3.3532
H 1.2598 3.8731 3.6202
H -6.6189 -1.8685 -1.2700
H -3.6430 -1.9212 -4.3479
H 3.0570 1.3104 -3.9177
H 4.0822 -0.5601 -0.3311
H 5.0375 0.2301 -2.7711

Values from the calculation:
- HOMO (eV) = -7.47
- E_LUMO (Eh) = -0.00256
- 2S+1 = 1
- energy relative to the best compared isomer or geometry (same formula, charge and spin) (eV) = 0.347
- calculated total energy (hartree) = -4332.65847



Entry 3:
Molecular formula: C29H25CoN7O2S5
Method: DFT, wB97M-V/def2-TZVPD

Cartesian coordinates (Å):
Co 0.5093 0.0244 0.9815
S -1.8597 0.7221 -2.6781
S 2.0076 2.2257 -6.7571
S -0.3405 1.8689 -4.9736
S 1.8846 0.0011 -4.7789
S 0.6625 -1.5258 -2.5171
O 3.0734 0.4647 0.8333
O 2.3175 0.8928 2.8949
N -0.8685 1.4807 1.4563
N -1.1152 2.4260 0.5891
N 1.6606 2.7245 -2.3227
N 1.1588 -1.9860 0.5395
N -1.1996 -0.8782 0.0547
N -0.1617 -0.5661 2.8920
N 0.7252 1.5534 -0.5427
C 0.5333 4.5792 -3.4004
C -1.5607 4.3232 -1.5704
C 3.6725 1.0803 3.3210
C 1.2261 1.4067 -5.5756
C 2.3523 -2.5300 0.5992
C -1.2051 -2.2089 0.4962
C -0.3040 2.4834 -0.4414
C 0.5921 3.6158 -2.4076
C -0.4450 3.4905 -1.4640
C -2.3302 -2.9466 0.7685
C -0.5774 5.4084 -3.4774
C -0.4478 0.6562 -3.7204
C -2.0358 -0.3421 4.3923
C -1.2891 0.1040 3.2775
C 1.4781 -4.7188 1.0415
C 0.1803 -4.1693 0.9805
C -1.6357 1.2253 2.5001
C -2.7124 -0.7876 -3.2537
C -0.9996 -4.8983 1.2344
C 1.6387 1.7027 -1.4367
C 0.2529 -1.5930 3.6169
C 2.1579 0.5634 1.6226
C -2.2206 -4.2862 1.1629
C 2.5565 -3.9007 0.8221
C 0.5668 -0.2485 -3.6087
C -1.6194 -1.4434 5.0921
C -0.4361 -2.0872 4.7051
C -1.6228 5.2699 -2.5764
C 0.0761 -2.7943 0.6648
H -0.7625 -0.8262 -0.8833
H 4.1339 1.8914 2.7541
H 3.1946 -1.8626 0.4696
H -3.1188 -4.8423 1.3821
H -2.5026 1.8324 2.7395
H 3.5637 -4.2876 0.8309
H -2.4977 5.8978 -2.6624
H -0.0589 -2.9377 5.2486
H -0.9204 -5.9413 1.4966
H 1.1821 -2.0534 3.3054
H 2.4509 0.9902 -1.4685
H 1.5972 -5.7724 1.2540
H 1.3302 4.6524 -4.1272
H -3.3035 -2.4927 0.6686
H -2.1135 -1.6569 -2.9960
H 3.6351 1.3192 4.3805
H -2.9273 0.2008 4.6672
H 2.4035 2.7981 -3.0041
H -2.3604 4.1976 -0.8574
H 4.2461 0.1645 3.1564
H -2.1308 -0.4697 0.0112
H -3.6741 -0.8141 -2.7533
H -0.6296 6.1537 -4.2555
H -2.1858 -1.8079 5.9359
H -2.8478 -0.7144 -4.3279

Values from the calculation:
- HOMO (spin up / spin down) (eV) = -6.56 / -6.56
- <S²> = 0.77
- E_LUMO (spin up / spin down) (Eh) = -0.04208 / -0.04151
- 2S+1 = 2
- energy relative to the best compared isomer or geometry (same formula, charge and spin) (eV) = 1.222
- calculated total energy (hartree) = -5027.62409



Entry 4:
Molecular formula: C29H26N2O2
Method: DFT, wB97M-V/def2-TZVPD

Cartesian coordinates (Å):
O -2.3106 2.1882 -0.2604
O 2.3739 0.3821 -0.6902
N 0.4877 7.1785 -1.2290
N -1.7147 5.3621 -0.4612
C 1.0331 -5.4060 2.6286
C 1.4134 7.8659 1.1122
C -2.1745 -5.4301 -3.0279
C -0.3483 4.7852 -0.5489
C -1.4842 0.8499 2.6353
C 0.4735 -0.6814 3.5707
C -0.0378 3.3022 -0.2448
C -2.6891 -5.9617 -4.2068
C -2.3303 -7.2457 -4.6052
C 0.3633 7.8761 -0.1140
C 2.2274 5.1298 -1.1039
C 0.8000 5.7691 -0.9744
C -0.9034 8.8723 0.0768
C 0.9556 -4.0262 2.4615
C 1.3865 -0.3337 2.3425
C -1.1559 2.2473 0.2420
C 1.0914 -4.3076 0.0717
C 1.4121 2.6946 -0.3775
C 2.5523 3.6431 -0.8170
C -1.4652 -8.0022 -3.8208
C 0.9832 -3.4775 1.1833
C 1.1634 -5.6876 0.2385
C -1.3064 -6.1852 -2.2454
C -0.9668 -0.0869 3.7538
C 1.1321 -6.2363 1.5167
C -0.6474 1.2403 1.3969
C -0.9550 -7.4726 -2.6391
C 1.6342 1.1390 -0.0134
C 0.8067 0.6440 1.2816
H 1.3514 8.9018 1.6240
H 1.0903 7.1119 1.9132
H -0.9446 9.6528 -0.7523
H 0.8735 -3.3793 3.3279
H -0.7861 9.4239 1.0852
H -1.5768 -0.3594 4.6795
H -3.3688 -5.3746 -4.8152
H 1.1857 -7.3124 1.6465
H -0.2824 -8.0633 -2.0259
H -2.1091 5.1994 -1.4138
H 1.1184 -3.8794 -0.9247
H 2.4882 7.7400 0.7571
H -0.9044 -5.7702 -1.3276
H 0.8221 -1.3767 4.4140
H -2.4503 -4.4271 -2.7195
H 2.4278 -0.7768 2.2369
H 3.5985 3.1966 -0.9133
H 1.0154 -5.8336 3.6255
H 1.2441 -6.3352 -0.6283
H -1.8329 8.2199 0.1697
H 0.9210 -2.4028 1.0528
H 3.0638 5.8443 -1.3983
H -2.2916 4.7400 0.1417
H -2.5389 1.2936 2.7702
H -2.7261 -7.6577 -5.5278
H -1.1884 -9.0046 -4.1300

Values from the calculation:
- SMILES string = CC(C)=Nc1ccc2c(c1N)C(=O)c1ccccc1C2=O.c1ccccc1.c1ccccc1
- HOMO (eV) = -8.42
- E_LUMO (Eh) = -0.04074
- 2S+1 = 1
- energy relative to the best compared isomer or geometry (same formula, charge and spin) (eV) = 8.598
- calculated total energy (hartree) = -1380.30579



Entry 5:
Molecular formula: C29H26N2O5S2
Method: DFT, wB97M-V/def2-TZVPD

Cartesian coordinates (Å):
S 0.1401 -1.7934 1.8829
S 0.5977 -1.4691 4.7859
O 1.1592 -1.6646 0.8502
O 1.2533 2.6788 -1.8859
O -1.2612 -1.8341 1.5364
O -0.6754 -1.4576 5.4525
O 1.8011 -1.0046 5.4529
N -4.7709 0.7262 -2.6945
N -0.7116 0.5537 -1.6106
C 1.5249 1.5048 -1.5377
C -2.8881 -0.4792 -1.7187
C 4.5811 -0.5457 -2.6198
C 0.9125 -4.4336 2.0935
C -1.1834 1.5047 -2.4924
C -1.5767 -0.4797 -1.3122
C -0.3434 3.6037 0.3266
C 1.5942 -5.4099 4.2025
C -1.2357 2.5803 0.6569
C 0.5461 0.6230 -0.9932
C 5.5629 0.4529 -2.6223
C -3.4403 0.5860 -2.4750
C 1.0138 0.5488 2.8639
C 0.6225 -3.2565 2.7747
C 2.9448 1.0535 -1.7931
C 3.2737 -0.2478 -2.1977
C 3.9278 2.0521 -1.8340
C 1.3922 -5.5216 2.8216
C 0.4798 1.5564 2.0200
C 1.3446 -4.2054 4.8588
C -2.4918 1.5377 -2.9279
C 0.4519 -0.6627 3.1832
C -5.3361 1.8006 -3.4972
C 0.9317 3.6652 0.9152
C 1.3165 2.6711 1.7939
C 5.2284 1.7526 -2.2220
C -5.7737 -0.1007 -2.0486
C 0.8854 -3.1136 4.1264
C -0.8359 1.5545 1.5085
H -2.2505 2.6017 0.2502
H -1.1334 -1.3092 -0.7816
H -0.4793 2.2278 -2.8530
H 1.6092 -6.4515 2.2974
H 1.8664 0.8367 3.4860
H -6.4640 0.5322 -1.4732
H -6.2920 1.4476 -3.9015
H 2.4959 -1.0171 -2.2057
H 0.8602 -0.2870 -0.4968
H 1.9627 -6.2674 4.7670
H 0.7552 -4.4753 1.0148
H 3.6490 3.0739 -1.5849
H -0.6377 4.3698 -0.3902
H 4.8330 -1.5612 -2.9388
H -6.3682 -0.6214 -2.8123
H -3.4738 -1.3335 -1.4134
H 6.5815 0.2225 -2.9404
H 5.9812 2.5396 -2.2098
H -5.5475 2.6945 -2.8874
H -2.7563 2.3404 -3.6046
H 1.6131 4.4906 0.7026
H 1.4931 -4.0947 5.9279
H -5.3233 -0.8385 -1.3830
H -1.5270 0.7704 1.8149
H 2.2757 2.7029 2.3255
H -4.6852 2.0795 -4.3335

Values from the calculation:
- HOMO (eV) = -6.20
- E_LUMO (Eh) = -0.03804
- 2S+1 = 1
- energy relative to the best compared isomer or geometry (same formula, charge and spin) (eV) = 8.000
- calculated total energy (hartree) = -2402.60830



Entry 6:
Molecular formula: C29H26N5O2OsS
Method: DFT, wB97M-V/def2-TZVPD

Cartesian coordinates (Å):
Os 0.0171 1.1871 -0.2499
S 1.6372 -1.7836 -0.5276
O 2.8303 -1.9689 0.2296
O 1.6513 -1.3641 -1.8940
N 0.6185 -0.7810 0.2589
N -0.0379 3.1723 -0.0174
N -1.7528 1.4921 0.9913
N 0.9015 0.8267 1.7718
N 0.7913 1.9057 -2.0596
C 1.3515 3.1525 -1.9118
C -0.7413 -4.8823 -1.5824
C -1.7494 2.7298 1.5638
C -0.0286 0.1273 -3.5390
C -0.6048 5.0111 1.3335
C 1.4694 -0.7863 3.8987
C 1.0571 5.2213 -0.4177
C 1.1650 1.3845 2.9588
C -0.2476 -3.6233 -1.4416
C 1.6823 1.8106 -4.2553
C 1.4712 0.5982 4.0492
C -0.7763 3.6846 0.9871
C -0.1515 -5.9791 -0.8665
C 0.8365 3.8955 -0.7435
C 1.4495 -4.4574 0.1443
C 0.8607 1.2897 -3.2512
C -2.6286 3.0652 2.5657
C -0.6575 -7.3392 -1.0628
C -3.5791 0.8794 2.3755
C 2.3797 2.9770 -4.0493
C 0.3336 5.7672 0.6354
C -2.6777 -0.7452 0.6790
C -3.5555 2.1132 2.9873
C 2.1701 3.6931 -2.8661
C 0.9190 -0.5018 1.6216
C 0.9563 -5.7221 0.0048
C -2.6640 0.5836 1.3649
C 0.8515 -3.4030 -0.5766
C 1.1783 -1.3616 2.6703
H -2.3553 -0.6517 -0.3586
H 1.7549 5.8277 -0.9762
H -1.5699 -5.0871 -2.2482
H 0.4835 6.8052 0.9020
H -0.2703 -8.0546 -0.3431
H -0.6556 -2.7937 -2.0035
H 1.1428 2.4654 3.0127
H 3.0323 3.3720 -4.8162
H -0.3528 -7.6669 -2.0722
H -4.2610 2.3519 3.7718
H -2.0096 -1.4445 1.1864
H 1.4041 -6.5547 0.5320
H -1.1870 5.4649 2.1218
H -1.7511 -7.3580 -1.0907
H -4.3079 0.1335 2.6608
H 1.1801 -2.4333 2.5380
H 1.7450 1.2832 -5.1973
H 1.7002 -1.4198 4.7450
H 2.6180 4.6659 -2.7248
H 0.5464 -0.7506 -3.8198
H -0.6731 0.3986 -4.3779
H -3.6819 -1.1637 0.6956
H -2.6189 4.0505 3.0079
H 2.3127 -4.2507 0.7635
H 1.7123 1.0565 4.9972
H -0.6636 -0.1147 -2.6852

Values from the calculation:
- HOMO (spin up / spin down) (eV) = -16.83 / -17.13
- <S²> = 6.03
- net charge = +3
- E_LUMO (spin up / spin down) (Eh) = -0.32499 / -0.44457
- 2S+1 = 5
- calculated total energy (hartree) = -2032.83518



Entry 7:
Molecular formula: C29H26NO3
Method: DFT, wB97M-V/def2-TZVPD

Cartesian coordinates (Å):
O 5.8395 1.5000 2.0744
O 1.1192 -5.3131 1.7083
O -3.9269 -0.6400 3.5334
N 1.4953 -3.1023 5.6916
C -0.0796 -6.3493 3.5948
C -1.0079 -2.4654 2.2445
C -2.5917 -0.9904 3.3007
C 0.6769 -5.3157 2.9953
C 4.7208 0.7247 2.0492
C 0.1479 -5.2589 5.7649
C 1.4866 -2.1306 2.3843
C -6.2681 0.7171 1.0584
C -1.5469 -0.2319 3.8227
C 2.5377 -1.0472 2.1627
C 0.0551 -1.6965 2.7241
C -4.0978 1.6056 2.6049
C -2.3237 -2.1484 2.5565
C 0.8657 -4.2462 5.1436
C 1.0962 -4.2395 3.7842
C -0.2293 -0.6350 3.5788
C -4.5490 0.2857 2.6838
C 3.8379 -1.5134 1.8875
C 2.1239 -2.3958 4.7595
C 3.4081 1.2172 2.2369
C 4.9148 -0.6592 1.8232
C 5.6901 2.8736 2.4947
C 1.1758 -6.5726 1.0024
C -4.7658 2.4863 1.7455
C -5.6483 -0.1634 1.9443
C 2.3263 0.3345 2.2247
C 2.0000 -3.0648 3.4284
C -0.3113 -6.3288 4.9762
C -5.8376 2.0430 0.9662
H 6.7071 3.2652 2.4799
H -0.4390 -7.1724 2.9759
H 3.2414 2.2880 2.3866
H -0.8115 -3.3279 1.6068
H 2.6363 -1.4545 4.9506
H -0.8476 -7.1618 5.4295
H 5.2733 2.9344 3.5128
H -1.7541 0.6613 4.4115
H 2.9920 -3.4740 3.1699
H 5.9118 -1.0334 1.6189
H -6.3414 2.7312 0.2857
H 0.5809 -0.0824 4.0548
H -3.2539 1.9291 3.2167
H 5.0554 3.4415 1.7966
H 1.3237 0.7585 2.2699
H 4.0047 -2.5787 1.7185
H -7.0961 0.3557 0.4479
H -0.0381 -5.2073 6.8376
H 1.7761 -6.3506 0.1174
H 1.4759 -2.8486 6.6756
H -5.9777 -1.1953 2.0641
H 1.6618 -7.3525 1.6106
H -4.4338 3.5233 1.6909
H 1.4225 -2.7052 1.4469
H -3.1521 -2.7606 2.2026
H 0.1661 -6.8921 0.7058

Values from the calculation:
- SMILES string = COc1ccc([C@H](c2ccc(Oc3ccccc3)cc2)[C@H]2C=[NH+]c3cccc(OC)c32)cc1
- HOMO (eV) = -10.83
- net charge = +1
- E_LUMO (Eh) = -0.15608
- 2S+1 = 1
- calculated total energy (hartree) = -1400.88840